Here is the ion C3H9N2 with charge +1 from the Open Molecules 2025 dataset. Energies are from the ωB97M-V functional and the def2-TZVPD basis.

```
! wB97M-V def2-TZVPD RIJCOSX def2/J DEFGRID3
* xyz 1 1
C 0.35 1.33 -1.63
C 0.49 1.04 -0.14
N -0.06 -0.32 0.09
C -0.27 -0.89 1.27
N -0.89 -2.07 1.40
H -0.72 1.26 -1.81
H 0.85 0.53 -2.19
H 0.73 2.28 -1.98
H -0.06 1.73 0.50
H 1.54 1.05 0.18
H 0.22 -0.99 -0.62
H -0.03 -0.19 2.08
H -1.53 -2.09 2.18
H -0.63 -2.68 0.66
*
```

Its HOMO-LUMO gap is 0.4022 Eh. The total energy comes out at -228.9497 Eh. Its max |F| is 3.3 eV/Å. The value obtained for the LUMO energy is -4.55 eV. Its SMILES is CC/[NH+]=C/N.

These are the Mulliken partial charges, in e, on atoms 1 to 5:
1 C -1.2050
2 C -0.3183
3 N -0.2067
4 C 0.1493
5 N -0.3324

Here is the molecule C5H9N3O2 from the Open Molecules 2025 dataset. Energies are from the ωB97M-V functional and the def2-TZVPD basis.

```
! wB97M-V def2-TZVPD RIJCOSX def2/J DEFGRID3
* xyz 0 1
N -1.60 1.37 -1.34
C -1.97 0.54 -0.35
O -3.15 0.36 -0.05
C -0.87 0.02 0.55
C -0.06 1.11 1.31
C 1.22 0.49 0.70
N 0.37 -0.39 -0.11
C 0.62 -1.65 -0.57
N 1.93 -2.03 -0.54
O -0.28 -2.38 -0.99
H -0.85 1.11 -1.96
H -2.18 2.21 -1.46
H -1.30 -0.76 1.20
H -0.14 1.06 2.40
H -0.27 2.13 0.96
H 1.84 -0.05 1.42
H 1.85 1.17 0.11
H 2.17 -2.93 -0.93
H 2.67 -1.38 -0.35
*
```

Its HOMO-LUMO gap is 0.3676 Eh. The total energy comes out at -510.6866 Eh. Its max |F| is 2.7 eV/Å. The value obtained for the LUMO energy is 0.61 eV. Its SMILES is NC(=O)[C@@H]1CCN1C(N)=O.

These are the Mulliken partial charges, in e, on atoms 1 to 5:
1 N -0.3786
2 C 0.1235
3 O -0.5957
4 C 0.2380
5 C -0.5570

Here is a cluster of 2 separate species, C2H6O2S2 in total from the Open Molecules 2025 dataset. Energies are from the ωB97M-V functional and the def2-TZVPD basis.

```
! wB97M-V def2-TZVPD RIJCOSX def2/J DEFGRID3
* xyz 0 1
O -2.36 0.93 0.90
C -2.51 0.32 -0.13
O -1.78 -0.70 -0.56
H -3.34 0.58 -0.81
H -0.98 -0.85 -0.03
C 1.55 0.92 -0.11
S 1.80 -0.65 -0.96
S 1.05 -2.05 0.39
H 0.82 1.60 -0.57
H 1.08 0.73 0.86
H 2.47 1.49 -0.05
H 2.19 -2.31 1.08
*
```

Its HOMO-LUMO gap is 0.3593 Eh. The total energy comes out at -1026.6529 Eh. Its max |F| is 1.2 eV/Å. The value obtained for the LUMO energy is 0.24 eV. Its SMILES is O=CO.CSS.

These are the Mulliken partial charges, in e, on atoms 1 to 5:
1 O -0.4774
2 C 0.1522
3 O -0.2957
4 H 0.3503
5 H 0.2626

Here is a cluster of 2 separate species, C3H4BrNS2 in total from the Open Molecules 2025 dataset. Energies are from the ωB97M-V functional and the def2-TZVPD basis.

```
! wB97M-V def2-TZVPD RIJCOSX def2/J DEFGRID3
* xyz 0 1
N 0.84 3.65 -0.39
C 0.80 2.52 -0.12
C 0.79 1.14 0.42
S -0.78 0.91 1.39
C -2.01 0.96 0.14
S -3.62 0.80 0.33
H 0.66 0.34 -0.24
H 1.53 1.14 1.20
H -1.80 1.32 -0.89
Br 0.18 -2.51 0.27
H -1.11 -1.91 0.25
*
```

Its HOMO-LUMO gap is 0.3081 Eh. The total energy comes out at -3541.8001 Eh. Its max |F| is 3.1 eV/Å. The value obtained for the LUMO energy is -0.81 eV. Its SMILES is N#CCSC=S.Br.

These are the Mulliken partial charges, in e, on atoms 1 to 5:
1 N -0.3720
2 C 0.2407
3 C -0.3768
4 S 0.0459
5 C -0.2592

Here is a cluster of 2 separate species, C11H12NO2 in total from the Open Molecules 2025 dataset. Energies are from the ωB97M-V functional and the def2-TZVPD basis.

```
! wB97M-V def2-TZVPD RIJCOSX def2/J DEFGRID3
* xyz -2 2
C 2.36 -1.25 -2.26
C 0.41 0.07 -1.35
C 0.25 -0.73 0.76
C 1.35 -0.89 -1.26
C 1.42 -1.36 0.10
C 0.07 -0.86 2.13
C 0.96 -1.70 2.82
C 2.28 -2.23 0.78
C 1.97 -2.42 2.13
N -0.26 0.19 -0.10
H -0.88 1.04 0.11
H 0.01 0.83 -2.14
H -0.55 -0.16 2.67
H 2.86 -2.23 -2.06
H 3.25 -0.62 -1.99
H 0.61 -1.75 3.75
H 3.21 -2.57 0.24
H 2.39 -3.16 2.70
H 2.13 -1.23 -3.35
C -3.57 3.25 -0.80
C -2.36 2.38 -0.70
O -2.22 1.56 -1.58
O -1.60 2.50 0.25
H -3.14 4.28 -1.04
H -4.26 3.14 -0.05
H -4.21 3.00 -1.69
*
```

The expectation value of S² is 0.751. Its HOMO-LUMO gap (spin up / spin down) is 0.0753 / 0.2562 Eh. The total energy comes out at -631.4916 Eh. Its max |F| is 5.6 eV/Å. The value obtained for the LUMO energy (spin up / spin down) is 5.71 / 5.70 eV.

These are the Mulliken partial charges, in e, on atoms 1 to 5:
1 C -3.3388
2 C -0.8643
3 C -1.3454
4 C 2.4080
5 C 0.4786

Here is the molecule C11H17ISi from the Open Molecules 2025 dataset. Energies are from the ωB97M-V functional and the def2-TZVPD basis.

```
! wB97M-V def2-TZVPD RIJCOSX def2/J DEFGRID3
* xyz 0 1
C -0.21 -1.37 3.54
C 0.76 -0.40 2.89
C 0.95 -0.69 1.41
C 1.84 0.35 0.71
Si 0.89 1.39 -0.57
C -0.40 2.83 0.22
I 2.60 2.59 -1.92
C -0.14 0.29 -1.69
C -1.52 0.23 -1.53
C -2.30 -0.60 -2.30
C -1.72 -1.40 -3.27
C -0.34 -1.35 -3.45
C 0.44 -0.52 -2.67
H -1.22 -1.21 3.16
H 0.07 -2.40 3.33
H -0.22 -1.24 4.62
H 1.73 -0.45 3.40
H 0.39 0.62 3.01
H 1.40 -1.68 1.30
H -0.03 -0.75 0.93
H 2.66 -0.15 0.20
H 2.30 1.00 1.45
H 0.18 3.60 0.71
H -0.98 3.26 -0.58
H -1.06 2.36 0.95
H -1.99 0.85 -0.78
H -3.37 -0.64 -2.15
H -2.33 -2.04 -3.89
H 0.12 -1.97 -4.21
H 1.51 -0.50 -2.82
*
```

Its HOMO-LUMO gap is 0.3668 Eh. The total energy comes out at -1016.5907 Eh. Its max |F| is 2.7 eV/Å. The value obtained for the LUMO energy is 0.67 eV. Its SMILES is CCCC[Si@@](C)(I)c1ccccc1.

These are the Mulliken partial charges, in e, on atoms 1 to 5:
1 C -1.3329
2 C -0.4065
3 C -0.4502
4 C -0.7817
5 Si 0.2405